The following is a DFT calculation (the ωB97M-V functional and the def2-TZVPD basis) of a molecular structure, C27H46BrNOP2PdS in a non-equilibrium geometry.

Last column: Mulliken spin population.
Atoms and positions in Å:
N  -5.10381  -1.24019  3.53276  0.147
C  -4.15429  -0.43099  4.03930  -0.054
C  -3.51878  0.59848  3.29358  0.087
C  -3.75303  0.70501  1.88861  0.065
C  -4.82342  -0.09147  1.38847  0.116
C  -5.38041  -1.11218  2.21452  -0.058
C  -3.04234  1.66303  1.05603  0.207
Pd  0.28858  0.06448  -2.32935  0.509
P  2.46618  0.60705  -2.06132  0.265
C  -3.15416  1.65532  -0.31932  0.202
C  -2.21606  2.29367  -1.23348  0.085
C  -2.20261  1.93070  -2.61032  0.057
C  -1.15618  2.32379  -3.45934  -0.054
C  -0.12373  3.09696  -2.91680  0.138
C  -0.21462  3.65989  -1.64256  -0.007
C  -1.27396  3.26092  -0.79335  0.086
Br  1.20938  3.89456  -4.18242  0.017
H  -2.50759  2.48093  1.57928  -0.013
H  -3.96788  1.10393  -0.81020  -0.022
H  -2.82766  1.25752  3.82998  0.005
H  -5.26048  0.11082  0.39347  0.000
H  -3.93005  -0.58853  5.10266  0.000
H  -6.09414  -1.81235  1.76885  0.000
H  -2.96286  1.24406  -2.99349  -0.004
H  -1.38048  3.74960  0.17997  0.000
H  -1.12915  2.01482  -4.50458  -0.003
H  0.55003  4.36551  -1.29889  0.002
P  -0.38420  -1.90259  -1.16310  0.111
C  2.68253  2.00421  -0.92227  0.027
C  3.52222  3.10897  -1.51843  0.017
H  3.15772  1.56007  -0.03769  0.001
H  1.70727  2.39548  -0.60088  0.007
H  3.58370  3.92195  -0.78919  0.002
H  4.53510  2.78192  -1.76188  -0.001
H  3.08945  3.51971  -2.43514  -0.001
C  2.54362  0.80662  -3.82969  -0.031
C  3.82251  0.69896  -4.60846  0.040
H  2.07534  1.80790  -3.99040  -0.036
H  1.81894  0.07857  -4.26510  0.004
H  3.54788  0.94916  -5.64226  0.000
H  4.57408  1.40448  -4.26021  -0.002
H  4.21052  -0.32139  -4.59752  -0.001
C  3.69470  -0.58252  -1.45630  0.019
C  5.12619  -0.12709  -1.62418  0.019
H  3.49204  -1.49645  -2.03159  0.003
H  3.49041  -0.80935  -0.40149  -0.001
H  5.78085  -0.97725  -1.44230  -0.002
H  5.33776  0.24735  -2.61991  -0.001
H  5.40295  0.66217  -0.93073  0.001
C  0.50370  -3.07773  -0.04083  0.011
C  1.97305  -3.36296  -0.29628  -0.003
H  -0.04994  -4.03105  -0.12385  0.005
H  0.36366  -2.69859  0.98542  0.001
H  2.24508  -4.32782  0.15498  0.000
H  2.21090  -3.41906  -1.36035  0.002
H  2.62082  -2.61150  0.16229  0.000
C  -0.31504  -2.87638  -2.73240  -0.030
C  -1.20129  -2.22922  -3.79272  0.033
H  -0.65586  -3.89324  -2.49847  0.005
H  0.74711  -2.88408  -3.03145  -0.001
H  -0.86430  -2.56123  -4.78082  -0.001
H  -2.25299  -2.51584  -3.66210  0.000
H  -1.14592  -1.11750  -3.78330  -0.004
C  -2.10571  -2.25173  -0.58755  0.016
C  -2.30172  -2.95124  0.76522  0.007
H  -2.58261  -2.86818  -1.37667  0.007
H  -2.61298  -1.26977  -0.58096  0.001
H  -3.36742  -3.09760  0.95510  0.002
H  -1.85071  -3.95051  0.79593  -0.001
H  -1.90084  -2.35555  1.59319  0.000
C  0.83461  1.13830  3.68872  0.000
S  1.10745  -0.08434  2.39249  -0.002
C  2.11358  -1.33028  3.31896  0.000
O  -0.27150  -0.69339  2.13537  0.003
H  1.73598  1.52541  4.20248  0.000
H  0.12280  0.68120  4.39925  0.000
H  0.34182  1.98372  3.18918  0.000
H  1.61377  -1.64169  4.24173  0.000
H  2.31260  -2.20312  2.69308  0.000
H  3.05331  -0.83624  3.53829  0.000

Summary:
Multiplicity ... 3
Gap between HOMO and LUMO (alpha / beta) ... 5.5218 / 4.3871 eV
Total charge ... +2

The following is a DFT calculation (the ωB97M-V functional and the def2-TZVPD basis) of a single C3H7NOSi molecule in a non-equilibrium geometry.

Last column: Mulliken charge in e.
Atoms and positions in Å:
C  -0.97284  -0.28186  -1.17283  -1.044
Si  -0.07089  0.02183  0.46242  0.432
C  0.70389  1.74121  0.56885  -1.052
O  1.21073  -0.92197  0.75335  -0.162
C  1.02864  -2.41339  0.39362  0.314
N  0.79314  -3.51338  0.24737  -0.322
H  -0.30364  -0.25517  -2.07082  0.321
H  -1.66282  -1.11780  -1.11219  0.366
H  -1.85821  0.51724  -1.36825  0.282
H  -1.29782  -0.06620  1.45528  -0.124
H  0.79288  2.07989  -0.36445  0.345
H  0.02425  2.42382  1.11486  0.300
H  1.61268  1.78578  1.09279  0.344

Summary:
Gap between HOMO and LUMO ... 11.2572 eV

The records above give, respectively, energy relative to the best compared isomer or geometry (same formula, charge and spin) values of 23.9; 28.1 kcal/mol.
The records above give, respectively, E values of -4968.524701; -537.952452 Ha.